DFT (ωB97M-V with the def2-TZVPD basis set) results for C48H38KN4O2 as an isolated structure.

As for the total energy: -2821.390161 Eh. The maximum force comes out at 1.34 eV/Å. The value obtained for the HOMO-LUMO gap is 5.45 eV.

Structure (ORCA input):
```
! wB97M-V def2-TZVPD RIJCOSX def2/J DEFGRID3
* xyz -1 1
K 0.00 1.00 -0.15
C 5.84 0.84 -5.60
C 6.07 0.07 -4.47
C 5.09 -0.06 -3.49
C 3.86 0.59 -3.62
C 3.64 1.36 -4.76
C 4.62 1.48 -5.74
C 2.82 0.44 -2.56
C 3.20 0.92 -1.26
C 4.41 1.69 -0.94
C 4.29 2.06 0.36
C 3.02 1.53 0.85
N 2.45 0.84 -0.16
C 2.46 1.75 2.14
C 1.25 1.26 2.71
C 0.64 1.71 3.96
C -0.58 1.12 4.05
C -0.73 0.31 2.85
C -1.93 -0.34 2.43
C -3.04 -0.34 3.43
C -4.10 0.56 3.30
C -5.13 0.57 4.23
C -5.12 -0.31 5.30
C -4.07 -1.21 5.44
C -3.03 -1.22 4.51
C -2.28 -0.88 1.17
N -1.50 -0.88 0.06
C -2.19 -1.31 -0.99
C -1.71 -1.35 -2.34
C -2.65 -1.96 -3.33
C -3.67 -1.22 -3.93
C -4.54 -1.80 -4.84
C -4.40 -3.14 -5.17
C -3.39 -3.89 -4.59
C -2.53 -3.31 -3.67
C -0.46 -0.93 -2.85
C 0.00 -1.14 -4.22
C 1.27 -0.66 -4.29
C 1.59 -0.14 -2.96
N 0.52 -0.33 -2.16
C -3.53 -1.70 -0.54
C -3.59 -1.43 0.79
N 0.41 0.39 2.13
C 3.28 2.62 3.04
C 3.43 3.98 2.79
C 4.20 4.77 3.63
C 4.82 4.22 4.74
C 4.67 2.86 5.00
C 3.91 2.07 4.15
H 6.60 0.93 -6.36
H 7.02 -0.45 -4.34
H 5.27 -0.66 -2.61
H 2.69 1.87 -4.87
H 4.42 2.09 -6.62
H 5.22 1.93 -1.60
H 5.00 2.64 0.93
H 1.07 2.42 4.66
H -1.31 1.26 4.83
H -4.09 1.25 2.47
H -5.95 1.28 4.11
H -5.93 -0.31 6.02
H -4.05 -1.90 6.27
H -2.21 -1.91 4.62
H -3.77 -0.17 -3.67
H -5.32 -1.21 -5.29
H -5.08 -3.60 -5.88
H -3.28 -4.94 -4.84
H -1.74 -3.89 -3.21
H -0.55 -1.61 -5.02
H 1.92 -0.69 -5.15
H -4.32 -2.12 -1.15
H -4.43 -1.59 1.44
H 2.94 4.41 1.93
H 4.30 5.83 3.43
H 5.42 4.83 5.40
H 5.16 2.41 5.86
H 3.79 1.01 4.35
C 1.43 3.92 -1.54
O 0.38 3.94 -0.58
C -0.88 3.65 -1.15
C -1.89 3.57 0.00
O -2.59 2.34 0.03
C -3.47 2.15 -1.06
H 1.27 4.70 -2.29
H 1.49 2.95 -2.04
H 2.36 4.10 -1.00
H -0.84 2.69 -1.68
H -1.14 4.41 -1.90
H -2.61 4.40 -0.04
H -1.34 3.62 0.94
H -4.24 2.93 -1.08
H -3.94 1.17 -0.93
H -2.94 2.14 -2.02
*
```

=====

DFT (ωB97M-V with the def2-TZVPD basis set) results for C48H38NOP2Pd as an isolated structure.

As for the expectation value of S²: 6.05. Its energy relative to the best compared isomer or geometry (same formula, charge and spin) is 23.82 kcal per mole. As for the total energy: -2791.487235 Eh. The maximum force comes out at 0.88 eV/Å. The value obtained for the HOMO-LUMO gap (alpha / beta) is 8.25 / 5.47 eV.

Structure (ORCA input):
```
! wB97M-V def2-TZVPD RIJCOSX def2/J DEFGRID3
* xyz 3 5
Pd 0.32 -0.74 0.45
O -1.37 1.01 -0.95
C -1.68 0.85 -2.29
C -2.24 1.84 -3.08
C -2.51 1.53 -4.41
C -2.24 0.28 -4.94
C -1.67 -0.70 -4.13
C -1.37 -0.41 -2.80
P -0.52 -1.61 -1.77
C -1.00 -3.23 -2.29
C -0.05 -4.19 -2.68
C -0.49 -5.43 -3.12
C -1.85 -5.72 -3.15
C -2.79 -4.78 -2.75
C -2.37 -3.54 -2.30
C 1.25 -1.44 -1.97
C 1.86 -0.70 -2.99
C 3.24 -0.64 -3.04
C 4.02 -1.25 -2.06
C 3.43 -1.96 -1.03
C 2.04 -2.08 -1.00
C -1.58 2.12 -0.16
C -2.78 2.79 -0.07
C -2.90 3.81 0.87
C -1.84 4.14 1.71
C -0.64 3.44 1.61
C -0.50 2.43 0.66
P 1.07 1.58 0.34
C 2.20 2.00 1.66
C 3.00 3.15 1.56
C 3.85 3.49 2.59
C 3.93 2.69 3.73
C 3.13 1.56 3.84
C 2.27 1.22 2.81
C 1.73 2.27 -1.17
C 0.99 3.09 -2.02
C 1.59 3.65 -3.13
C 2.93 3.39 -3.41
C 3.67 2.58 -2.56
C 3.08 2.01 -1.45
H -2.46 2.82 -2.69
H -2.95 2.29 -5.04
H -2.46 0.06 -5.98
H -1.45 -1.68 -4.54
H 1.00 -3.96 -2.67
H 0.23 -6.16 -3.46
H -2.18 -6.69 -3.50
H -3.85 -5.01 -2.78
H -3.10 -2.80 -1.99
H 1.26 -0.21 -3.75
H 3.72 -0.12 -3.87
H 5.10 -1.18 -2.11
H 4.04 -2.47 -0.30
H 1.57 -2.81 -0.34
H -3.62 2.52 -0.70
H -3.83 4.35 0.95
H -1.94 4.93 2.43
H 0.19 3.69 2.26
H 2.95 3.78 0.68
H 4.46 4.38 2.52
H 4.61 2.96 4.53
H 3.18 0.95 4.73
H 1.65 0.34 2.91
H -0.04 3.34 -1.80
H 1.02 4.30 -3.78
H 3.40 3.84 -4.27
H 4.72 2.39 -2.77
H 3.66 1.38 -0.78
N -2.43 -0.48 1.34
C -2.97 -0.87 2.47
C -4.40 -0.84 2.56
C -5.02 -1.14 3.73
C -4.22 -1.50 4.85
C -2.84 -1.56 4.76
C -2.14 -1.27 3.60
C -0.67 -1.46 3.55
C 0.01 -1.53 4.78
C 1.31 -2.00 4.89
C 1.99 -2.42 3.77
C 1.39 -2.27 2.52
C 0.13 -1.72 2.43
H -3.01 -0.22 0.55
H -1.41 -0.45 1.22
H -4.97 -0.55 1.69
H -6.09 -1.11 3.81
H -4.71 -1.76 5.78
H -2.30 -1.90 5.64
H -0.50 -1.20 5.68
H 1.77 -2.07 5.87
H 2.99 -2.85 3.84
H 1.96 -2.56 1.65
*
```

=====

DFT (ωB97M-V with the def2-TZVPD basis set) results for C48H39BrIrN6P as an isolated structure.

Its energy relative to the best compared isomer or geometry (same formula, charge and spin) is 9.40 kcal per mole. As for the total energy: -5200.395355 Eh. The maximum force comes out at 1.58 eV/Å. The value obtained for the HOMO-LUMO gap is 7.26 eV.

Structure (ORCA input):
```
! wB97M-V def2-TZVPD RIJCOSX def2/J DEFGRID3
* xyz 2 1
Ir -0.29 0.45 0.47
C -2.12 -4.65 -0.56
N -1.21 -3.51 -0.70
C -1.35 -2.33 -0.07
N -0.38 -1.50 -0.47
C 0.41 -2.17 -1.39
C -0.13 -3.44 -1.54
C 0.23 -4.56 -2.42
C 0.51 -5.82 -1.89
C 0.83 -6.88 -2.74
C 0.87 -6.68 -4.11
C 0.59 -5.43 -4.64
C 0.27 -4.37 -3.80
C 1.67 -1.64 -1.97
C 2.65 -2.51 -2.43
C 3.84 -2.04 -2.97
C 4.09 -0.68 -3.03
C 3.13 0.21 -2.55
C 1.93 -0.27 -2.04
P -2.58 -2.03 1.25
C -3.10 -0.42 0.59
N -2.22 0.41 0.07
C -2.86 1.51 -0.42
C -4.20 1.37 -0.16
N -4.33 0.13 0.46
C -5.58 -0.49 0.90
C -5.31 2.28 -0.46
C -6.25 2.62 0.51
C -7.23 3.56 0.23
C -7.27 4.17 -1.01
C -6.34 3.84 -1.98
C -5.36 2.90 -1.71
C -1.95 2.52 -0.96
C -2.11 3.88 -0.83
C -1.05 4.73 -1.13
C 0.17 4.22 -1.58
C 0.32 2.86 -1.78
C -0.73 2.00 -1.47
C -1.37 -1.40 2.44
N -0.30 -0.71 2.07
C 0.53 -0.52 3.13
C -0.08 -1.08 4.23
N -1.26 -1.65 3.76
C -2.21 -2.38 4.59
C 0.27 -1.06 5.66
C 0.60 -2.23 6.34
C 0.91 -2.18 7.69
C 0.88 -0.97 8.37
C 0.56 0.20 7.69
C 0.26 0.16 6.34
C 1.80 0.16 2.86
C 2.66 0.63 3.85
C 3.76 1.39 3.50
C 4.05 1.67 2.17
C 3.26 1.13 1.17
C 2.16 0.37 1.52
H -3.12 -4.30 -0.35
H -2.12 -5.21 -1.49
H -1.78 -5.31 0.24
H 0.51 -5.97 -0.82
H 1.05 -7.85 -2.32
H 1.11 -7.50 -4.77
H 0.62 -5.27 -5.71
H 0.05 -3.39 -4.21
H 2.51 -3.58 -2.35
H 4.58 -2.74 -3.33
H 5.02 -0.31 -3.44
H 3.31 1.27 -2.60
H 1.19 0.44 -1.74
H -6.40 -0.09 0.31
H -5.52 -1.57 0.74
H -5.76 -0.29 1.95
H -6.20 2.18 1.50
H -7.96 3.82 0.99
H -8.03 4.91 -1.22
H -6.37 4.31 -2.95
H -4.63 2.63 -2.47
H -3.03 4.29 -0.43
H -1.16 5.79 -1.00
H 0.99 4.90 -1.78
H 1.25 2.47 -2.18
H -0.68 0.95 -1.77
H -2.26 -1.91 5.57
H -3.19 -2.35 4.12
H -1.90 -3.42 4.71
H 0.63 -3.17 5.81
H 1.18 -3.09 8.21
H 1.12 -0.94 9.42
H 0.54 1.14 8.22
H 0.01 1.06 5.80
H 2.45 0.41 4.89
H 4.41 1.76 4.28
H 4.89 2.29 1.92
H 3.51 1.28 0.13
H 1.63 -0.17 0.69
Br -0.41 2.46 1.84
*
```

=====

Q: Which formula does entry 1 have?
A: C48H38KN4O2

=====

Q: Which of these has the highest total energy?
A: C48H38NOP2Pd

=====

Q: Which of these has the lowest maximum force?
A: C48H38NOP2Pd